Entry 1:
The following is a quantum chemistry calculation of a molecular structure, C24H50AgBr4Cl3F3FeO9S in a non-equilibrium geometry, from the Open Molecules 2025 dataset.

Geometry as ORCA input:
```
! wB97M-V def2-TZVPD RIJCOSX def2/J DEFGRID3
* xyz 0 6
Ag 21.806 5.000 15.617
Fe 18.782 2.135 15.502
O 20.303 0.395 12.273
H 20.508 1.259 11.908
H 19.818 0.428 13.101
H 19.742 -0.090 11.664
C 17.975 -1.378 16.112
C 18.206 -1.136 14.602
C 16.965 -1.361 13.821
O 18.671 0.201 14.419
H 18.900 -1.235 16.671
H 17.694 -2.428 16.189
H 17.239 -0.738 16.598
H 18.975 -1.832 14.265
H 17.037 -1.076 12.771
H 16.156 -0.819 14.311
H 16.697 -2.417 13.841
C 22.005 0.585 17.182
C 22.095 1.595 16.043
C 22.602 0.939 14.713
O 20.930 2.382 15.878
H 21.259 -0.180 16.966
H 21.713 1.151 18.067
H 22.850 0.004 17.551
H 22.911 2.260 16.325
H 21.955 0.172 14.287
H 23.518 0.357 14.814
H 22.883 1.696 13.981
C 18.823 4.925 11.568
F 19.709 5.560 10.769
F 18.145 5.835 12.277
F 18.025 4.203 10.745
S 19.929 3.804 12.781
O 20.599 2.840 11.881
O 20.885 4.690 13.484
O 19.049 3.181 13.787
C 20.802 1.463 21.596
Cl 20.751 3.104 22.284
Cl 19.169 0.828 21.441
Cl 21.781 0.511 22.740
H 21.331 1.473 20.643
C 24.776 5.042 19.046
C 23.565 4.928 19.939
C 22.440 4.646 18.997
O 22.869 5.149 17.731
C 24.215 5.718 17.854
H 25.219 4.064 18.864
H 25.496 5.504 19.721
H 23.432 5.865 20.481
H 23.845 4.186 20.687
H 21.443 4.956 19.309
H 22.382 3.561 18.915
H 24.039 6.781 18.015
H 24.817 5.553 16.961
C 27.296 2.031 17.419
C 26.045 1.326 17.012
C 26.235 -0.152 17.153
O 27.618 -0.360 17.481
C 28.118 0.893 18.022
H 27.082 2.708 18.246
H 27.741 2.547 16.568
H 25.740 1.629 16.011
H 25.276 1.646 17.715
H 26.002 -0.597 16.185
H 25.542 -0.565 17.887
H 29.176 0.972 17.770
H 28.133 0.869 19.112
C 26.087 4.596 14.374
C 25.799 5.882 13.556
C 24.331 6.287 13.864
O 23.857 5.213 14.667
C 24.676 4.063 14.557
H 26.526 4.795 15.352
H 26.704 3.856 13.864
H 25.802 5.649 12.491
H 26.501 6.690 13.762
H 23.654 6.483 13.033
H 24.334 7.195 14.467
H 24.258 3.452 13.757
H 24.529 3.503 15.481
Br 22.386 -2.613 15.909
C 20.965 -4.020 15.885
C 21.189 -4.951 14.717
Br 21.074 -4.085 13.005
H 19.988 -3.555 15.748
H 20.845 -4.517 16.848
H 20.540 -5.827 14.698
H 22.145 -5.462 14.838
Br 25.036 -4.466 13.013
C 24.705 -2.928 11.861
C 24.152 -1.859 12.783
Br 23.872 -0.194 11.754
H 23.942 -3.156 11.117
H 25.580 -2.620 11.289
H 24.818 -1.648 13.620
H 23.193 -2.063 13.259
*
```

HOMO level (spin up / spin down)	-4.442 / -7.652	eV
HOMO-LUMO gap (spin up / spin down)	0.16545 / 0.28243	hartree
expectation value of S²	8.76

***

Entry 2:
The following is a quantum chemistry calculation of 10 unconnected molecules or ions with the total composition C24H50BCl18F, from the Open Molecules 2025 dataset.

Geometry as ORCA input:
```
! wB97M-V def2-TZVPD RIJCOSX def2/J DEFGRID3
* xyz 0 1
C 3.741 0.270 2.447
C 2.291 -0.086 2.107
C 2.174 -1.140 1.009
C 0.807 -1.847 0.960
C -0.009 -1.581 -0.320
C -1.327 -0.807 -0.065
C -1.520 0.448 -0.944
C -1.938 1.718 -0.190
C -3.449 1.990 -0.058
C -3.813 2.639 1.282
C -4.026 1.694 2.462
C -5.459 1.148 2.549
C -5.547 -0.277 3.168
B -5.682 -1.300 2.010
C -4.382 -2.080 1.557
C -4.521 -3.178 0.520
F -3.828 -2.649 2.736
H 4.322 -0.637 2.635
H 3.778 0.896 3.340
H 4.219 0.822 1.635
H 1.817 -0.455 3.020
H 1.772 0.833 1.816
H 2.956 -1.886 1.186
H 2.378 -0.707 0.025
H 0.213 -1.582 1.836
H 0.984 -2.924 1.035
H 0.608 -1.040 -1.040
H -0.256 -2.545 -0.768
H -1.384 -0.523 0.988
H -2.151 -1.491 -0.288
H -0.561 0.672 -1.420
H -2.222 0.243 -1.758
H -1.459 1.753 0.794
H -1.510 2.554 -0.757
H -4.032 1.081 -0.250
H -3.734 2.691 -0.849
H -4.706 3.263 1.159
H -2.993 3.321 1.529
H -3.837 2.261 3.378
H -3.298 0.877 2.456
H -6.028 1.807 3.211
H -5.948 1.196 1.570
H -4.669 -0.484 3.785
H -6.432 -0.342 3.808
H -6.724 -1.458 1.451
H -3.668 -1.318 1.218
H -3.759 -3.942 0.688
H -4.376 -2.770 -0.482
H -5.506 -3.646 0.560
C 1.085 -3.598 -3.284
Cl 1.981 -3.966 -1.806
Cl 1.401 -1.957 -3.871
H 1.391 -4.289 -4.059
H 0.026 -3.683 -3.072
C 4.614 2.212 -2.174
Cl 3.477 1.299 -1.185
Cl 6.132 2.480 -1.305
H 4.835 1.639 -3.068
H 4.180 3.172 -2.423
C 5.117 -3.316 -1.133
Cl 6.052 -3.517 0.355
Cl 5.404 -1.755 -1.903
H 5.403 -4.098 -1.826
H 4.063 -3.380 -0.884
C 2.473 -4.067 -7.019
Cl 1.142 -5.089 -6.450
Cl 3.838 -4.079 -5.899
H 2.806 -4.450 -7.975
H 2.105 -3.051 -7.103
C -0.904 -0.236 5.263
Cl -0.829 0.891 6.622
Cl -0.709 0.575 3.705
H -0.102 -0.957 5.371
H -1.871 -0.726 5.274
C 8.144 5.415 -2.164
Cl 8.452 6.736 -1.030
Cl 8.104 5.968 -3.844
H 8.937 4.685 -2.064
H 7.184 4.976 -1.928
C -9.274 0.426 1.645
Cl -9.431 -1.333 1.631
Cl -8.493 1.042 0.181
H -10.266 0.856 1.703
H -8.674 0.710 2.502
C 9.203 -1.236 -3.243
Cl 8.822 -2.655 -2.259
Cl 8.483 0.252 -2.609
H 10.278 -1.108 -3.260
H 8.817 -1.406 -4.241
C -2.244 5.730 0.379
Cl -1.096 5.475 1.699
Cl -2.015 7.288 -0.423
H -2.098 4.944 -0.352
H -3.246 5.699 0.788
*
```

HOMO level	-10.350	eV
HOMO-LUMO gap	0.39185	hartree
structure (SMILES)	CCCCCCCCCCCCCB[C@H](C)F.ClCCl.ClCCl.ClCCl.ClCCl.ClCCl.ClCCl.ClCCl.ClCCl.ClCCl

***

Entry 3:
The following is a quantum chemistry calculation of a molecular structure, C24H50BrCoN5OSi4Te in a non-equilibrium geometry, from the Open Molecules 2025 dataset.

Geometry as ORCA input:
```
! wB97M-V def2-TZVPD RIJCOSX def2/J DEFGRID3
* xyz 0 4
Co 1.510 -1.535 0.874
C 0.745 0.910 -6.057
C 0.950 -0.544 -5.678
C 2.020 -1.146 -6.590
C -0.348 -1.388 -5.891
C 1.421 -0.648 -4.221
C 1.028 -1.645 -3.410
C 1.513 -1.743 -2.142
Br 1.006 -3.282 -1.085
C 2.386 -0.826 -1.585
O 2.780 -0.841 -0.352
C 2.905 0.218 -2.473
C 2.402 0.234 -3.749
C 3.939 1.250 -2.006
C 5.199 0.542 -1.460
C 4.429 2.112 -3.151
C 3.301 2.153 -0.948
H 0.361 0.968 -7.081
H 1.668 1.487 -5.922
H 0.049 1.426 -5.424
H 1.602 -1.189 -7.607
H 2.288 -2.156 -6.270
H 2.908 -0.522 -6.613
H -0.753 -1.320 -6.917
H -1.157 -1.109 -5.210
H -0.136 -2.470 -5.796
H 0.300 -2.370 -3.738
H 2.790 0.991 -4.399
H 5.641 -0.077 -2.267
H 4.886 -0.144 -0.627
H 5.917 1.243 -1.115
H 4.892 1.551 -3.968
H 5.123 2.820 -2.709
H 3.658 2.713 -3.613
H 3.024 1.601 -0.054
H 2.422 2.632 -1.362
H 3.979 2.963 -0.704
C -0.549 3.548 2.010
Si -1.908 2.471 1.328
C -1.517 2.215 -0.518
C -3.581 3.270 1.573
Si -2.005 0.433 2.482
Te 0.376 -0.402 2.957
Si -3.148 -1.232 1.305
C -4.920 -0.719 0.976
C -2.941 -2.913 2.122
C -2.366 -1.306 -0.439
Si -2.928 0.792 4.638
C -2.239 2.307 5.465
C -2.460 -0.725 5.718
C -4.785 1.025 4.533
H -0.577 4.508 1.557
H 0.415 3.128 1.698
H -0.563 3.691 3.095
H -1.370 3.242 -0.862
H -2.407 1.783 -0.939
H -0.636 1.597 -0.650
H -3.785 4.170 0.965
H -3.749 3.588 2.629
H -4.394 2.560 1.330
H -5.581 -0.774 1.867
H -5.369 -1.423 0.255
H -4.937 0.310 0.614
H -3.579 -3.037 3.025
H -1.930 -3.069 2.451
H -3.294 -3.684 1.428
H -2.828 -0.476 -0.952
H -2.661 -2.284 -0.913
H -1.269 -1.252 -0.453
H -1.126 2.295 5.609
H -2.628 2.438 6.472
H -2.483 3.263 5.007
H -1.495 -1.095 5.421
H -3.169 -1.539 5.514
H -2.443 -0.435 6.766
H -5.054 1.569 3.615
H -5.194 1.517 5.430
H -5.267 0.043 4.418
N 3.315 -3.338 5.293
N 3.010 -3.524 3.988
N 2.855 -4.727 3.430
C 2.464 -4.387 2.214
N 2.455 -3.038 2.075
N 2.772 -2.524 3.202
H 2.511 -3.020 5.798
H 4.020 -2.588 5.334
H 2.293 -5.113 1.435
*
```

HOMO level (spin up / spin down)	-7.191 / -7.226	eV
HOMO-LUMO gap (spin up / spin down)	0.27152 / 0.25794	hartree
energy above the lowest of the compared OMol25 structures with the same formula, charge and spin	48.8	kJ/mol
expectation value of S²	3.76

***

Entry 4:
The following is a quantum chemistry calculation of a molecular structure, C24H50CdF6NO16S2Zn in a non-equilibrium geometry, from the Open Molecules 2025 dataset.

Geometry as ORCA input:
```
! wB97M-V def2-TZVPD RIJCOSX def2/J DEFGRID3
* xyz 1 1
Zn 2.382 4.025 3.561
Cd -0.022 -1.468 -1.429
C -0.125 1.317 1.693
C 0.079 0.388 0.622
C 1.607 0.174 0.130
O 1.754 -0.511 -0.876
C 2.629 0.761 0.900
C 2.388 1.610 1.943
C 0.940 1.890 2.321
O 0.646 2.808 3.204
O 3.337 2.229 2.536
O -0.822 -0.243 0.084
H -1.124 1.534 2.045
H 3.631 0.590 0.525
C -0.903 -3.918 -4.749
F -0.694 -2.796 -5.410
F -2.109 -3.882 -4.163
F -0.894 -4.972 -5.534
S 0.368 -4.192 -3.366
O -0.358 -4.754 -2.259
O 1.296 -5.082 -3.980
N 0.907 -2.649 -2.868
S 2.192 -2.186 -3.735
O 2.175 -2.685 -5.075
O 2.354 -0.760 -3.641
C 3.739 -2.987 -2.943
F 4.609 -3.217 -3.912
F 4.276 -2.105 -2.105
F 3.403 -4.123 -2.351
C 7.472 -0.408 3.958
C 6.609 0.222 2.873
O 5.251 0.075 3.253
H 8.498 -0.057 3.791
H 7.629 -1.473 3.799
H 7.131 -0.058 4.927
H 6.924 -0.206 1.914
H 6.847 1.289 2.775
H 4.705 0.729 2.808
C 1.393 -4.663 1.451
C 1.370 -3.309 0.749
O 0.138 -3.266 -0.059
H 0.405 -5.088 1.638
H 1.889 -4.555 2.412
H 1.841 -5.389 0.771
H 2.106 -3.176 -0.043
H 1.336 -2.489 1.465
H -0.099 -4.172 -0.295
C 0.247 4.016 -1.278
C 1.570 3.512 -1.813
O 1.461 2.139 -2.165
H 0.171 5.102 -1.233
H -0.042 3.649 -0.289
H -0.535 3.668 -1.958
H 2.356 3.617 -1.057
H 1.816 4.087 -2.709
H 2.196 1.815 -2.700
C -1.262 1.822 -4.499
C -0.774 0.443 -4.120
O -0.421 0.250 -2.750
H -1.546 1.994 -5.534
H -0.548 2.585 -4.182
H -2.209 1.953 -3.958
H 0.149 0.226 -4.676
H -1.451 -0.284 -4.572
H 0.055 1.071 -2.527
C -3.275 3.486 -0.167
C -3.471 4.243 1.145
O -4.491 5.216 1.073
H -2.523 2.709 -0.275
H -3.164 4.292 -0.898
H -4.269 3.064 -0.346
H -2.518 4.764 1.318
H -3.691 3.563 1.967
H -4.119 6.044 0.761
C -1.265 -0.876 6.080
C -0.533 0.214 5.323
O -1.468 1.227 4.910
H -0.574 -1.670 6.366
H -2.011 -1.415 5.494
H -1.767 -0.392 6.918
H -0.196 -0.257 4.387
H 0.387 0.478 5.850
H -0.909 1.779 4.348
C -3.961 -0.570 -1.968
C -3.318 -1.820 -2.514
O -2.111 -2.125 -1.756
H -3.372 0.339 -2.049
H -4.447 -0.709 -1.002
H -4.851 -0.458 -2.606
H -3.082 -1.743 -3.572
H -3.969 -2.688 -2.413
H -2.404 -2.597 -0.968
C -5.226 0.782 1.490
C -3.802 0.476 1.895
O -3.633 -0.177 3.147
H -5.221 1.169 0.467
H -5.745 1.500 2.122
H -5.848 -0.115 1.420
H -3.337 1.472 1.978
H -3.187 -0.020 1.136
H -2.967 0.349 3.604
*
```

HOMO level	-12.097	eV
HOMO-LUMO gap	0.15659	hartree
energy above the lowest of the compared OMol25 structures with the same formula, charge and spin	0.0	kJ/mol

***

Entry 5:
The following is a quantum chemistry calculation of 8 unconnected molecules or ions with the total composition C24H50Cl14F5O10P2S3 in a non-equilibrium geometry, from the Open Molecules 2025 dataset.

Geometry as ORCA input:
```
! wB97M-V def2-TZVPD RIJCOSX def2/J DEFGRID3
* xyz -1 1
C 5.614 -5.543 -1.145
C 5.542 -4.206 -1.877
O 4.433 -3.401 -1.550
C 4.211 -3.221 -0.172
C 3.267 -2.047 0.056
O 2.180 -2.100 -0.849
P 0.798 -1.158 -0.647
O 1.480 -0.217 0.581
C 1.308 0.130 -1.977
O 2.631 -0.098 -2.419
C 3.485 1.022 -2.282
C 4.838 0.663 -2.906
P 0.166 -2.725 0.968
O 0.826 -2.206 2.341
O 1.053 -4.016 0.673
S -1.708 -3.110 1.268
S -1.227 0.035 -0.368
C -1.409 0.382 1.384
O -2.436 -0.664 -0.769
O -1.028 1.352 -0.988
S -0.102 -2.316 -2.529
O -1.172 -1.583 -3.188
O 1.102 -2.519 -3.318
C -0.761 -4.107 -2.557
F 0.106 -4.962 -2.004
F -0.723 -4.321 -3.894
C -2.228 -4.473 -2.126
F -2.951 -3.403 -1.859
F -2.229 -5.286 -1.086
F -2.833 -5.134 -3.116
H 6.255 -6.241 -1.693
H 5.998 -5.444 -0.125
H 4.614 -5.985 -1.079
H 6.477 -3.641 -1.714
H 5.484 -4.397 -2.954
H 3.809 -4.131 0.299
H 5.160 -2.962 0.328
H 3.822 -1.111 -0.082
H 2.945 -2.102 1.102
H 1.183 0.699 0.573
H 1.281 1.110 -1.492
H 0.662 0.181 -2.863
H 3.612 1.286 -1.218
H 3.057 1.903 -2.786
H 4.837 -0.391 -3.187
H 5.658 0.858 -2.209
H 5.033 1.266 -3.798
H 0.123 -1.855 2.903
H 1.637 -3.887 -0.090
H -0.460 0.411 1.917
H -2.107 -0.343 1.806
H -1.856 1.381 1.401
Cl 0.691 0.691 -5.528
C -0.646 -0.279 -6.184
C -0.411 -0.716 -7.601
Cl -0.448 0.641 -8.774
H -1.541 0.319 -6.055
H -0.729 -1.152 -5.544
H -1.197 -1.407 -7.900
H 0.552 -1.208 -7.704
Cl -3.119 4.327 -2.801
C -3.579 2.594 -2.849
C -2.726 1.790 -3.787
Cl -3.049 2.272 -5.493
H -4.622 2.545 -3.148
H -3.492 2.218 -1.835
H -2.986 0.736 -3.691
H -1.665 1.902 -3.589
Cl 4.749 -1.286 3.369
C 4.463 -0.411 4.895
C 3.351 -1.030 5.705
Cl 1.773 -0.817 4.913
H 4.239 0.623 4.645
H 5.391 -0.448 5.463
H 3.296 -0.542 6.677
H 3.514 -2.094 5.853
Cl 0.377 2.235 4.060
C 1.118 3.370 5.212
C 1.684 4.584 4.527
Cl 3.159 4.233 3.578
H 1.867 2.841 5.798
H 0.314 3.690 5.870
H 1.961 5.334 5.267
H 0.939 4.996 3.858
Cl -1.535 4.542 7.724
C -2.479 5.902 7.062
C -2.696 5.814 5.576
Cl -1.207 6.063 4.622
H -1.966 6.820 7.335
H -3.447 5.876 7.558
H -3.385 6.603 5.279
H -3.109 4.854 5.276
Cl -3.753 1.145 3.603
C -4.796 2.272 2.697
C -4.030 3.065 1.673
Cl -2.882 4.202 2.430
H -5.278 2.926 3.420
H -5.554 1.675 2.192
H -4.722 3.649 1.069
H -3.456 2.422 1.012
Cl -4.856 0.484 -0.546
C -6.203 -0.558 -1.073
C -6.009 -1.088 -2.468
Cl -6.160 0.176 -3.717
H -7.126 0.008 -0.979
H -6.228 -1.398 -0.380
H -6.780 -1.827 -2.677
H -5.031 -1.552 -2.579
*
```

HOMO level	-5.528	eV
HOMO-LUMO gap	0.26576	hartree